C4H12 | wB97M-V/def2-TZVPD

Molecular weight: 60.14 g mol⁻¹
Net charge: 0
Highest occupied orbital energy: -11.32 eV
Relative energy (zero: lowest compared OMol25 entry of this formula, charge and spin): 147.65 kJ/mol
SMILES string: CC.CC

Geometry (Å):
C (-0.300, -2.616, 0.224)
C (1.059, -1.931, 0.328)
H (-0.442, -3.122, 1.186)
H (-1.298, -2.044, 0.077)
H (-0.210, -3.395, -0.704)
H (1.303, -1.336, 1.158)
H (1.919, -2.647, 0.202)
H (1.120, -1.308, -0.525)
C (-1.142, 2.684, -0.535)
C (0.245, 1.934, -0.027)
H (-0.749, 3.278, -1.268)
H (-1.660, 1.870, -1.017)
H (-1.659, 3.069, 0.393)
H (0.945, 1.958, -0.851)
H (0.070, 0.976, 0.556)
H (0.796, 2.631, 0.803)


C4H12 | wB97M-V/def2-TZVPD

Molecular weight: 60.14 g mol⁻¹
Net charge: 0
Highest occupied orbital energy: -11.19 eV
Relative energy (zero: lowest compared OMol25 entry of this formula, charge and spin): 81.69 kJ/mol
SMILES string: CC.CC

Geometry (Å):
C (0.815, 0.263, -1.674)
C (0.241, 1.607, -2.203)
H (1.872, 0.147, -1.467)
H (0.263, -0.034, -0.783)
H (0.453, -0.500, -2.371)
H (0.217, 1.578, -3.292)
H (-0.673, 1.848, -1.680)
H (1.029, 2.358, -2.082)
C (-0.994, -0.404, 1.622)
C (-0.071, -1.433, 2.277)
H (-1.988, -0.857, 1.493)
H (-1.107, 0.476, 2.241)
H (-0.703, -0.341, 0.588)
H (-0.168, -2.504, 2.093)
H (0.913, -1.244, 1.812)
H (0.160, -1.324, 3.337)


C4H12 | wB97M-V/def2-TZVPD

Molecular weight: 60.14 g mol⁻¹
Net charge: 0
Highest occupied orbital energy: -11.88 eV
Relative energy (zero: lowest compared OMol25 entry of this formula, charge and spin): 20.01 kJ/mol
SMILES string: CC.CC

Geometry (Å):
C (-1.559, 0.266, 0.987)
C (-1.108, -0.868, 1.946)
H (-2.086, -0.189, 0.160)
H (-2.127, 0.977, 1.577)
H (-0.632, 0.754, 0.687)
H (-0.470, -1.569, 1.402)
H (-1.947, -1.399, 2.387)
H (-0.446, -0.454, 2.690)
C (1.581, -0.315, -1.102)
C (0.994, 0.926, -1.844)
H (1.676, -0.078, -0.044)
H (0.935, -1.148, -1.293)
H (2.577, -0.517, -1.489)
H (0.189, 1.335, -1.249)
H (0.630, 0.628, -2.824)
H (1.793, 1.651, -1.992)


C4H12 | wB97M-V/def2-TZVPD

Molecular weight: 60.14 g mol⁻¹
Net charge: 0
Highest occupied orbital energy: -11.62 eV
Relative energy (zero: lowest compared OMol25 entry of this formula, charge and spin): 13.14 kJ/mol
SMILES string: CC.CC

Geometry (Å):
C (-1.252, -1.884, -0.322)
C (-1.071, -1.849, 1.185)
H (-0.997, -2.869, -0.739)
H (-2.276, -1.731, -0.659)
H (-0.578, -1.215, -0.851)
H (-1.841, -2.439, 1.668)
H (-1.119, -0.822, 1.554)
H (-0.101, -2.251, 1.487)
C (1.908, 1.948, -0.531)
C (0.418, 1.766, -0.347)
H (2.414, 2.178, 0.418)
H (2.388, 1.106, -1.011)
H (2.163, 2.818, -1.155)
H (-0.121, 2.720, -0.268)
H (-0.074, 1.209, -1.147)
H (0.186, 1.300, 0.609)


C4H12 | wB97M-V/def2-TZVPD

Molecular weight: 60.14 g mol⁻¹
Net charge: 0
Highest occupied orbital energy: -11.12 eV
Relative energy (zero: lowest compared OMol25 entry of this formula, charge and spin): 95.28 kJ/mol
SMILES string: CC.CC

Geometry (Å):
C (-1.331, -0.229, -1.108)
C (-2.623, 0.518, -1.509)
H (-1.202, -1.275, -1.405)
H (-0.573, 0.058, -1.865)
H (-1.029, -0.083, -0.081)
H (-3.345, -0.171, -1.938)
H (-2.369, 1.357, -2.156)
H (-2.982, 0.994, -0.589)
C (1.466, -0.287, 0.727)
C (2.469, 0.041, 1.869)
H (1.921, -0.948, -0.006)
H (0.750, -0.916, 1.261)
H (1.014, 0.635, 0.381)
H (2.339, 0.915, 2.516)
H (3.551, -0.023, 1.706)
H (2.275, -0.785, 2.568)


C4H12 | wB97M-V/def2-TZVPD

Molecular weight: 60.14 g mol⁻¹
Net charge: 0
Highest occupied orbital energy: -11.26 eV
Relative energy (zero: lowest compared OMol25 entry of this formula, charge and spin): 59.90 kJ/mol
SMILES string: CC.CC

Geometry (Å):
C (-0.815, 0.333, -1.792)
C (-1.503, -0.690, -2.697)
H (-0.303, 0.025, -0.888)
H (-0.073, 0.839, -2.410)
H (-1.598, 1.045, -1.504)
H (-1.514, -0.335, -3.722)
H (-2.495, -0.915, -2.299)
H (-0.984, -1.654, -2.710)
C (0.720, -0.050, 1.640)
C (1.637, 0.286, 2.831)
H (-0.204, 0.535, 1.654)
H (1.293, 0.250, 0.762)
H (0.366, -1.076, 1.575)
H (2.097, -0.602, 3.239)
H (1.111, 0.841, 3.639)
H (2.265, 1.169, 2.682)


C4H12 | wB97M-V/def2-TZVPD

Molecular weight: 60.14 g mol⁻¹
Net charge: 0
Highest occupied orbital energy: -11.24 eV
Relative energy (zero: lowest compared OMol25 entry of this formula, charge and spin): 62.29 kJ/mol
SMILES string: CC.CC

Geometry (Å):
C (2.008, 0.937, -0.442)
C (2.015, 0.083, -1.711)
H (3.043, 0.994, -0.082)
H (1.381, 1.809, -0.687)
H (1.475, 0.550, 0.421)
H (2.281, 0.696, -2.574)
H (0.993, -0.216, -1.962)
H (2.751, -0.705, -1.556)
C (-2.362, -0.345, 0.453)
C (-1.641, -0.818, 1.722)
H (-2.355, -0.940, -0.459)
H (-3.341, 0.098, 0.635)
H (-1.829, 0.552, 0.081)
H (-0.578, -0.784, 1.482)
H (-1.911, -0.134, 2.520)
H (-1.931, -1.778, 2.160)


C4H12 | wB97M-V/def2-TZVPD

Molecular weight: 60.14 g mol⁻¹
Net charge: 0
Highest occupied orbital energy: -11.70 eV
Relative energy (zero: lowest compared OMol25 entry of this formula, charge and spin): 12.16 kJ/mol
SMILES string: CC.CC

Geometry (Å):
C (2.110, -0.059, -0.846)
C (1.031, 0.320, -1.829)
H (3.096, 0.179, -1.248)
H (2.031, 0.478, 0.097)
H (2.122, -1.131, -0.642)
H (1.267, 0.110, -2.879)
H (0.853, 1.399, -1.904)
H (0.056, -0.122, -1.648)
C (-1.385, 0.211, 2.009)
C (-1.762, -0.470, 0.717)
H (-0.669, 1.017, 1.853)
H (-2.224, 0.598, 2.580)
H (-0.903, -0.501, 2.682)
H (-2.317, -1.395, 0.893)
H (-2.395, 0.127, 0.059)
H (-0.910, -0.761, 0.107)


C4H12 | wB97M-V/def2-TZVPD

Molecular weight: 60.14 g mol⁻¹
Net charge: 0
Highest occupied orbital energy: -11.32 eV
Relative energy (zero: lowest compared OMol25 entry of this formula, charge and spin): 64.74 kJ/mol
SMILES string: CC.CC

Geometry (Å):
C (-1.064, -0.954, -1.073)
C (-0.941, -2.474, -1.265)
H (-1.476, -0.403, -1.916)
H (-1.846, -0.891, -0.305)
H (-0.224, -0.471, -0.607)
H (-1.883, -2.929, -0.952)
H (-0.808, -2.864, -2.279)
H (-0.109, -2.897, -0.716)
C (0.713, 1.067, 1.156)
C (1.291, 2.486, 1.105)
H (0.397, 0.734, 2.136)
H (-0.084, 0.947, 0.420)
H (1.400, 0.280, 0.821)
H (2.268, 2.458, 1.616)
H (0.770, 3.164, 1.760)
H (1.598, 2.747, 0.098)


C4H12 | wB97M-V/def2-TZVPD

Molecular weight: 60.14 g mol⁻¹
Net charge: 0
Highest occupied orbital energy: -11.72 eV
Relative energy (zero: lowest compared OMol25 entry of this formula, charge and spin): 51.13 kJ/mol
SMILES string: CC.CC

Geometry (Å):
C (0.685, 1.745, 1.499)
C (1.170, 0.393, 2.099)
H (1.231, 2.021, 0.590)
H (-0.352, 1.768, 1.144)
H (0.714, 2.584, 2.198)
H (0.421, -0.300, 1.730)
H (2.209, 0.229, 1.853)
H (1.020, 0.604, 3.160)
C (-1.614, -1.154, -2.006)
C (-0.167, -1.083, -1.581)
H (-2.025, -2.065, -1.556)
H (-2.322, -0.374, -1.714)
H (-1.630, -1.142, -3.098)
H (0.303, -0.092, -1.619)
H (0.422, -1.786, -2.170)
H (-0.065, -1.347, -0.529)